No. 1
DFT (ωB97M-V with the def2-TZVPD basis set) results for a structure of composition C32H31ClN3O5SSeSiW.

Summary:
* largest force on an atom: 3.7 eV/A
* 2S+1: 3
* ΔE to the lowest compared entry with this formula, charge and spin: 251.0 kJ/mol
* total energy: -5394.736920 hartree
* frontier orbital gap (alpha / beta): 4.93 / 7.12 eV
* net charge: +1

Element x y z (Å)
1 W -0.671 -0.020 0.045
2 Cl -5.775 -3.268 3.069
3 C -4.813 -2.226 2.084
4 C -4.847 -2.355 0.700
5 C -4.086 -1.515 -0.094
6 C -3.231 -0.576 0.471
7 O -2.487 0.262 -0.285
8 C -3.193 -0.457 1.881
9 C -2.303 0.478 2.512
10 N -1.268 0.960 1.905
11 C -0.407 1.811 2.630
12 C -0.101 1.535 3.959
13 C 0.688 2.405 4.698
14 C 1.143 3.568 4.126
15 C 0.865 3.868 2.779
16 C 1.268 5.099 2.199
17 C 0.918 5.378 0.884
18 C 0.277 4.441 0.126
19 N -0.058 3.190 0.634
20 C 0.130 2.939 2.006
21 C -4.016 -1.268 2.669
22 H -5.476 -3.108 0.246
23 H -4.152 -1.587 -1.170
24 H -2.514 0.795 3.530
25 H -0.457 0.611 4.395
26 H 0.923 2.172 5.727
27 H 1.730 4.275 4.697
28 H 1.802 5.820 2.803
29 H 1.159 6.332 0.437
30 H 0.037 4.575 -0.913
31 H -3.985 -1.164 3.746
32 O 0.956 -2.945 1.636
33 C 0.100 -2.424 0.978
34 O -0.640 -1.390 1.378
35 C -0.286 -2.843 -0.395
36 C 0.051 -4.083 -0.939
37 C -0.460 -4.432 -2.154
38 C -1.287 -3.523 -2.849
39 C -1.843 -3.817 -4.110
40 C -2.591 -2.886 -4.777
41 C -2.805 -1.616 -4.214
42 C -2.297 -1.303 -2.980
43 C -1.544 -2.257 -2.260
44 N -1.071 -1.949 -1.010
45 H 0.699 -4.729 -0.363
46 H -0.239 -5.397 -2.591
47 H -1.662 -4.789 -4.552
48 H -3.024 -3.126 -5.738
49 H -3.374 -0.877 -4.762
50 H -2.462 -0.331 -2.545
51 C 0.262 1.429 -4.114
52 S 0.986 0.947 -2.544
53 C 1.996 -0.405 -3.223
54 O -0.104 0.053 -1.892
55 H 1.079 1.748 -4.760
56 H -0.416 2.257 -3.927
57 H -0.264 0.577 -4.540
58 H 2.821 0.016 -3.795
59 H 1.378 -1.052 -3.844
60 H 2.385 -0.957 -2.369
61 C 4.236 -1.686 1.477
62 Si 3.936 0.142 1.148
63 C 4.763 0.863 -0.388
64 C 3.851 1.333 2.604
65 Se 1.617 0.142 0.437
66 H 5.197 -1.889 1.953
67 H 4.191 -2.239 0.538
68 H 3.436 -2.064 2.115
69 H 5.789 1.179 -0.190
70 H 4.189 1.725 -0.730
71 H 4.784 0.128 -1.195
72 H 4.819 1.467 3.091
73 H 3.138 0.961 3.340
74 H 3.495 2.304 2.256
75 O -0.432 2.579 -1.440
76 C -0.453 2.192 -0.259

---

No. 2
DFT (ωB97M-V with the def2-TZVPD basis set) results for a structure of composition C19H32Cl13I2O3P.

Summary:
* largest force on an atom: 1.9 eV/A
* total energy: -7888.174864 hartree
* frontier orbital gap: 8.83 eV

Element x y z (Å)
1 C 1.126 -0.598 3.534
2 C 0.936 -0.243 2.073
3 I 2.430 -1.079 0.876
4 C -0.061 0.523 1.602
5 I -0.159 0.990 -0.461
6 C -1.143 1.237 2.381
7 C -1.295 1.164 3.915
8 O -2.606 1.700 4.157
9 C -3.288 1.822 2.981
10 O -4.218 2.590 2.840
11 C -2.618 0.897 1.985
12 P -3.150 -0.775 2.617
13 O -4.704 -0.805 2.095
14 Cl -2.285 -2.086 1.302
15 H 0.990 0.266 4.180
16 H 0.454 -1.414 3.812
17 H 2.137 -0.966 3.704
18 H -1.039 2.306 2.151
19 H -1.192 0.169 4.342
20 H -0.573 1.828 4.392
21 H -2.915 1.117 0.962
22 H -5.280 -0.842 2.867
23 Cl 0.395 -4.309 1.033
24 C -0.984 -5.093 0.219
25 C -0.565 -6.309 -0.563
26 Cl 0.433 -5.888 -1.980
27 H -1.453 -4.352 -0.424
28 H -1.692 -5.382 0.994
29 H -1.449 -6.823 -0.937
30 H 0.009 -6.996 0.053
31 Cl 5.687 -2.465 0.391
32 C 7.049 -1.427 0.884
33 C 6.578 -0.080 1.369
34 Cl 5.898 0.898 0.045
35 H 7.720 -1.330 0.034
36 H 7.569 -1.945 1.688
37 H 7.420 0.475 1.777
38 H 5.812 -0.178 2.134
39 Cl -3.632 1.325 -1.831
40 C -3.856 1.080 -3.581
41 C -2.861 0.096 -4.135
42 Cl -1.199 0.746 -4.117
43 H -3.766 2.050 -4.065
44 H -4.866 0.707 -3.725
45 H -3.105 -0.125 -5.173
46 H -2.862 -0.831 -3.566
47 Cl -6.097 -2.266 -1.637
48 C -7.369 -2.671 -0.458
49 C -6.789 -3.158 0.841
50 Cl -5.989 -4.742 0.658
51 H -8.008 -3.422 -0.913
52 H -7.950 -1.768 -0.285
53 H -7.590 -3.289 1.568
54 H -6.060 -2.462 1.248
55 Cl 9.564 2.778 -2.096
56 C 8.703 2.573 -3.645
57 C 7.642 1.507 -3.569
58 Cl 8.338 -0.122 -3.384
59 H 9.443 2.341 -4.406
60 H 8.241 3.530 -3.881
61 H 7.061 1.504 -4.490
62 H 6.971 1.675 -2.730
63 Cl -1.906 4.200 -0.900
64 C -1.181 5.785 -0.529
65 C 0.010 6.075 -1.405
66 Cl 1.384 4.999 -1.039
67 H -0.907 5.788 0.522
68 H -1.949 6.539 -0.694
69 H 0.348 7.096 -1.236
70 H -0.235 5.953 -2.456

---

No. 3
DFT (ωB97M-V with the def2-TZVPD basis set) results for an isolated molecule of C5H10N2O.

Summary:
* largest force on an atom: 2.5 eV/A
* ΔE to the lowest compared entry with this formula, charge and spin: 627.8 kJ/mol
* total energy: -381.046339 hartree
* frontier orbital gap (alpha / beta): 8.41 / 8.41 eV

Element x y z (Å)
1 C -1.125 -2.179 -0.205
2 C 2.487 -0.045 -0.895
3 O -1.176 -1.030 0.638
4 N 1.429 -0.321 -0.268
5 H -1.327 -3.017 0.460
6 H -0.134 -2.290 -0.646
7 H -1.892 -2.124 -0.983
8 H 2.656 0.901 -1.426
9 H 3.258 -0.803 -0.987
10 C 0.411 0.693 -0.194
11 C -1.651 1.214 0.434
12 C 0.391 1.478 1.091
13 N -0.990 0.147 -0.120
14 H 0.390 1.312 -1.109
15 H -2.430 0.987 1.148
16 H -1.760 2.080 -0.201
17 H 1.285 2.071 1.265
18 H 0.177 0.923 1.998

---

No. 4
DFT (ωB97M-V with the def2-TZVPD basis set) results for a cluster of 2 separate species, H3OPS2 in total.

Summary:
* largest force on an atom: 3.7 eV/A
* ΔE to the lowest compared entry with this formula, charge and spin: 159.6 kJ/mol
* total energy: -1214.751249 hartree
* frontier orbital gap: 8.87 eV

Element x y z (Å)
1 O -0.806 -0.918 -0.967
2 P 0.312 -0.039 -0.254
3 S 0.802 1.499 -1.338
4 S -0.213 0.139 1.800
5 H -1.731 -0.719 -0.744
6 H 1.622 -1.447 -0.361
7 H 0.014 1.486 1.864

---

No. 5
DFT (ωB97M-V with the def2-TZVPD basis set) results for a cluster of 2 separate species, C28H56N2O5PS in total.

Summary:
* largest force on an atom: 9.5 eV/A
* total energy: -2324.892743 hartree
* frontier orbital gap: 8.15 eV
* net charge: +1

Element x y z (Å)
1 C 7.091 0.206 1.114
2 C 6.606 1.383 0.525
3 C 5.704 2.693 0.014
4 C 4.623 2.118 -1.110
5 C 3.722 0.976 -0.360
6 C 2.123 1.013 -0.699
7 C 1.724 2.539 -0.141
8 C 0.335 2.342 0.770
9 P 0.578 3.643 2.122
10 C 0.992 2.942 3.839
11 C -1.186 4.441 2.349
12 C -1.544 5.082 0.847
13 C 0.558 0.724 1.083
14 C -0.795 -0.125 1.580
15 C -1.026 -0.092 3.203
16 C -2.201 -1.118 3.746
17 C -3.639 -0.313 4.027
18 C -4.571 -0.600 2.706
19 N -5.991 -0.090 2.948
20 N 1.194 -0.059 -0.086
21 C 0.281 -0.515 -1.208
22 C -0.597 0.600 -1.977
23 C -2.237 0.548 -1.650
24 C -2.953 1.143 -3.039
25 C -4.278 2.089 -2.708
26 C -5.328 1.177 -1.829
27 C 1.892 -1.378 0.229
28 C 2.636 -1.477 1.673
29 O 3.964 -1.328 1.897
30 O 1.815 -1.804 2.862
31 H 7.390 -0.817 1.626
32 H 5.108 3.190 0.902
33 H 6.458 3.475 -0.434
34 H 5.270 1.577 -1.955
35 H 4.022 2.956 -1.661
36 H 4.249 -0.064 -0.578
37 H 3.836 1.175 0.812
38 H 2.143 1.065 -1.892
39 H 1.338 3.142 -1.071
40 H 2.542 3.038 0.561
41 H -0.700 2.436 0.213
42 H 0.967 3.851 4.614
43 H 0.248 2.145 4.264
44 H 2.121 2.562 3.865
45 H -1.105 5.366 3.070
46 H -1.999 3.659 2.656
47 H -0.549 5.255 0.210
48 H -2.192 4.331 0.188
49 H -2.070 6.139 0.927
50 H 1.143 0.792 2.093
51 H -1.785 0.274 1.087
52 H -0.708 -1.279 1.284
53 H -1.424 1.005 3.456
54 H -0.069 -0.284 3.848
55 H -2.401 -2.038 3.051
56 H -1.864 -1.538 4.796
57 H -4.183 -0.717 5.004
58 H -3.475 0.847 4.191
59 H -4.126 -0.091 1.750
60 H -4.586 -1.780 2.556
61 H -6.097 0.902 2.633
62 H -6.590 -0.668 2.290
63 H 0.993 -1.032 -2.015
64 H -0.477 -1.380 -0.887
65 H -0.293 1.717 -1.866
66 H -0.531 0.358 -3.145
67 H -2.540 -0.583 -1.462
68 H -2.530 1.219 -0.730
69 H -3.243 0.253 -3.770
70 H -2.167 1.876 -3.558
71 H -3.985 3.083 -2.137
72 H -4.790 2.402 -3.734
73 H -5.108 1.398 -0.697
74 H -6.428 1.448 -2.140
75 H -5.062 0.043 -2.070
76 H 2.718 -1.613 -0.601
77 H 1.159 -2.319 0.177
78 H 2.233 -1.280 3.610
79 O 0.872 -3.441 -3.060
80 S 1.578 -4.422 -3.853
81 O 1.156 -4.779 -5.191
82 O 1.758 -5.786 -2.979
83 C 0.593 -6.416 -2.462
84 C -0.192 -7.116 -3.556
85 C 3.292 -3.962 -3.928
86 H -0.032 -5.693 -1.926
87 H 0.926 -7.160 -1.730
88 H -0.595 -6.399 -4.275
89 H -1.035 -7.675 -3.136
90 H 0.451 -7.805 -4.112
91 H 3.643 -3.723 -2.923
92 H 3.374 -3.084 -4.572
93 H 3.863 -4.789 -4.356

---

No. 6
DFT (ωB97M-V with the def2-TZVPD basis set) results for a cluster of 2 separate species, FHN2O2S in total.

Summary:
* largest force on an atom: 3.0 eV/A
* ΔE to the lowest compared entry with this formula, charge and spin: 399.8 kJ/mol
* total energy: -758.389622 hartree
* frontier orbital gap (alpha / beta): 8.50 / 8.43 eV

Element x y z (Å)
1 N -0.988 -1.133 2.301
2 N 0.017 -1.375 0.564
3 O -1.031 -2.137 2.896
4 O -1.373 -0.016 2.395
5 F -0.419 -2.610 0.247
6 S -0.861 -0.505 -0.525
7 H -0.283 0.759 -0.346

---

No. 7
DFT (ωB97M-V with the def2-TZVPD basis set) results for a cluster of 2 separate species, C8H18NO3P in total.

Summary:
* largest force on an atom: 1.2 eV/A
* ΔE to the lowest compared entry with this formula, charge and spin: 0.0 kJ/mol
* structure (SMILES): CCCCCP(O)OCC.N=C=O
* total energy: -937.486734 hartree
* frontier orbital gap: 9.63 eV

Element x y z (Å)
1 C -2.652 -2.748 1.061
2 C -2.327 -2.315 -0.365
3 C -2.275 -0.796 -0.533
4 C -1.065 -0.134 0.129
5 C 0.227 -0.385 -0.643
6 P 1.772 0.454 0.071
7 O 1.787 -0.143 1.565
8 O 1.122 1.923 0.478
9 C 1.032 2.984 -0.453
10 C 0.302 4.138 0.214
11 H -2.775 -3.827 1.107
12 H -1.858 -2.473 1.750
13 H -3.576 -2.283 1.398
14 H -3.098 -2.709 -1.033
15 H -1.376 -2.755 -0.671
16 H -2.264 -0.557 -1.600
17 H -3.188 -0.368 -0.111
18 H -0.967 -0.506 1.151
19 H -1.244 0.943 0.185
20 H 0.461 -1.451 -0.673
21 H 0.115 -0.048 -1.677
22 H 1.068 0.206 2.105
23 H 2.036 3.292 -0.761
24 H 0.484 2.655 -1.344
25 H 0.165 4.946 -0.498
26 H -0.671 3.808 0.568
27 H 0.874 4.502 1.063
28 N 4.545 -1.499 -1.324
29 C 4.616 -1.704 -0.151
30 O 4.896 -1.972 0.936
31 H 3.835 -1.178 -1.943

---

No. 8
DFT (ωB97M-V with the def2-TZVPD basis set) results for a cluster of 9 separate species, C32H70N9O8P in total.

Summary:
* largest force on an atom: 2.1 eV/A
* structure (SMILES): PCCCCn1cccc1.CN(C)C=O.CN(C)C=O.CN(C)C=O.CN(C)C=O.CN(C)C=O.CN(C)C=O.CN(C)C=O.CN(C)C=O
* total energy: -2697.316635 hartree
* frontier orbital gap: 7.92 eV

Element x y z (Å)
1 P 5.854 -0.018 2.556
2 C 6.038 1.825 2.874
3 C 6.246 2.587 1.551
4 C 5.600 3.991 1.510
5 C 4.183 4.071 2.082
6 N 3.242 3.066 1.576
7 C 2.089 2.883 2.271
8 C 1.353 1.939 1.611
9 C 2.110 1.547 0.490
10 C 3.270 2.266 0.480
11 H 5.624 -0.133 1.166
12 H 7.141 -0.539 2.823
13 H 5.127 2.103 3.402
14 H 6.888 1.944 3.547
15 H 7.323 2.739 1.424
16 H 5.919 2.034 0.677
17 H 6.225 4.677 2.090
18 H 5.577 4.367 0.483
19 H 4.208 4.022 3.169
20 H 3.772 5.050 1.813
21 H 1.830 3.412 3.173
22 H 0.376 1.581 1.896
23 H 1.821 0.812 -0.246
24 H 4.080 2.240 -0.225
25 C 0.613 -3.724 0.770
26 N -0.192 -2.523 0.722
27 C -0.784 -2.118 -0.550
28 C -0.410 -1.770 1.814
29 O -1.075 -0.752 1.845
30 H 1.464 -3.625 0.093
31 H 0.012 -4.584 0.464
32 H 0.983 -3.893 1.780
33 H -0.430 -1.128 -0.823
34 H -1.869 -2.080 -0.450
35 H -0.515 -2.828 -1.329
36 H 0.088 -2.169 2.717
37 C -3.023 0.017 -5.696
38 N -2.580 -0.199 -4.331
39 C -3.506 -0.793 -3.371
40 C -1.347 0.128 -3.918
41 O -0.927 -0.032 -2.784
42 H -3.887 0.684 -5.694
43 H -3.308 -0.936 -6.138
44 H -2.224 0.467 -6.288
45 H -3.655 -0.102 -2.540
46 H -3.086 -1.713 -2.983
47 H -4.457 -1.003 -3.851
48 H -0.723 0.567 -4.717
49 C -7.070 -5.490 -3.297
50 N -6.259 -4.296 -3.161
51 C -6.648 -3.096 -3.887
52 C -5.162 -4.260 -2.387
53 O -4.444 -3.287 -2.235
54 H -7.098 -5.800 -4.342
55 H -8.088 -5.285 -2.961
56 H -6.655 -6.299 -2.697
57 H -5.843 -2.796 -4.557
58 H -6.827 -2.286 -3.176
59 H -7.549 -3.285 -4.464
60 H -4.960 -5.220 -1.880
61 C -12.062 -2.971 -7.099
62 N -11.010 -3.341 -6.171
63 C -11.111 -2.923 -4.782
64 C -9.939 -4.059 -6.552
65 O -9.031 -4.395 -5.813
66 H -12.143 -1.884 -7.148
67 H -13.013 -3.386 -6.760
68 H -11.843 -3.355 -8.093
69 H -10.250 -2.307 -4.519
70 H -11.115 -3.800 -4.134
71 H -12.025 -2.355 -4.632
72 H -9.954 -4.327 -7.622
73 C -5.984 -2.217 -10.128
74 N -5.258 -1.828 -8.935
75 C -3.965 -1.179 -9.073
76 C -5.742 -2.049 -7.699
77 O -5.174 -1.744 -6.666
78 H -5.388 -2.923 -10.708
79 H -6.188 -1.335 -10.738
80 H -6.927 -2.688 -9.860
81 H -3.199 -1.774 -8.573
82 H -3.995 -0.195 -8.603
83 H -3.714 -1.072 -10.125
84 H -6.727 -2.546 -7.700
85 C 7.908 2.427 6.944
86 N 8.991 1.466 6.902
87 C 8.983 0.439 5.869
88 C 10.003 1.494 7.788
89 O 10.940 0.719 7.805
90 H 6.957 1.906 7.084
91 H 7.872 2.986 6.005
92 H 8.051 3.127 7.765
93 H 8.977 -0.537 6.328
94 H 9.885 0.531 5.258
95 H 8.103 0.552 5.242
96 H 9.909 2.312 8.525
97 C 2.142 8.709 5.145
98 N 3.192 7.724 4.976
99 C 3.134 6.810 3.849
100 C 4.229 7.622 5.830
101 O 5.132 6.814 5.731
102 H 1.179 8.207 5.257
103 H 2.104 9.362 4.271
104 H 2.330 9.314 6.030
105 H 3.107 5.784 4.216
106 H 4.027 6.933 3.235
107 H 2.248 7.007 3.251
108 H 4.188 8.357 6.652
109 C 3.965 -1.676 8.070
110 N 4.986 -1.823 7.053
111 C 4.623 -2.363 5.752
112 C 6.266 -1.473 7.267
113 O 7.161 -1.573 6.446
114 H 3.528 -2.650 8.298
115 H 3.179 -1.008 7.710
116 H 4.392 -1.259 8.980
117 H 5.200 -3.268 5.556
118 H 4.862 -1.629 4.984
119 H 3.561 -2.593 5.727
120 H 6.443 -1.069 8.279